Entry 1:
{
  "formula": "C20H44Br2NO13P3",
  "method": "ωB97M-V/def2-TZVPD",
  "fmax_ev_per_a": 9.50,
  "e_above_lowest_ev": 7.559,
  "e_lumo_ev": -1.712,
  "homo_energy_ev": -8.84,
  "homo_lumo_gap_ev": 7.12,
  "elements": ["Br", "Br", "P", "P", "P", "O", "O", "O", "O", "O", "O", "O", "O", "O", "O", "O", "O", "O", "N", "C", "C", "C", "C", "C", "C", "C", "C", "C", "C", "C", "C", "C", "C", "C", "C", "C", "C", "C", "C", "H", "H", "H", "H", "H", "H", "H", "H", "H", "H", "H", "H", "H", "H", "H", "H", "H", "H", "H", "H", "H", "H", "H", "H", "H", "H", "H", "H", "H", "H", "H", "H", "H", "H", "H", "H", "H", "H", "H", "H", "H", "H", "H", "H"],
  "xyz": [[4.30032, -4.93315, -1.82122], [4.78303, -7.51725, -0.20007], [-2.41242, -0.29507, -0.70708], [1.21100, 6.72394, -1.23940], [1.65566, -4.50532, -0.34275], [-0.16655, 6.26376, -0.44798], [0.19246, 7.55031, -2.34529], [4.26396, -3.51664, 0.48262], [-3.10531, -1.76211, -0.34924], [1.23202, 5.49858, -2.36176], [2.19190, -5.83234, 2.56834], [5.34139, -5.36422, 1.35420], [-2.49691, 0.35722, 0.81027], [-4.01500, 0.27006, -0.94229], [-0.35034, -4.61851, 2.68699], [2.20044, 6.06013, -0.27522], [-0.96112, -0.78100, -0.61197], [6.69847, -3.65266, 0.36457], [0.90643, -5.94023, -0.45618], [3.21191, -6.65477, 1.96625], [-2.72738, 2.75160, 0.53177], [1.45322, 7.72357, -4.42948], [5.58762, -4.09693, 0.68647], [3.50627, -4.66747, 0.02666], [1.15488, -6.65647, 3.14787], [-1.31214, -3.00224, 4.35704], [0.02013, -3.61768, 3.70630], [-0.52246, 6.96581, 0.73461], [-4.50542, 0.23067, -2.28637], [2.42564, 4.75715, -2.59022], [-1.19218, 8.28489, 0.39639], [0.84275, 8.45238, -3.24642], [2.35047, 3.41425, -1.88636], [-1.86494, 1.60999, 1.03693], [-1.74577, -3.61297, 0.38521], [-0.27505, -5.93129, 3.28567], [-2.48202, -2.96871, -0.77473], [-4.99094, -1.15581, -2.66792], [4.08482, -5.93004, 0.83936], [-3.73060, 0.57850, -2.97615], [-1.07036, -6.58081, 2.74796], [-1.02580, -2.00330, 4.83647], [-1.72469, 1.70854, 2.11659], [-0.59901, -5.94108, 4.39929], [0.19414, -5.96439, 0.29976], [2.84418, -7.64797, 1.53492], [3.94567, -6.93997, 2.82121], [0.08068, 9.14904, -3.60491], [-2.80860, 2.72293, -0.55855], [-1.22136, 6.33274, 1.28773], [1.52930, 2.81842, -2.29420], [-5.56526, -1.12447, -3.59670], [0.68041, -4.17023, 4.47617], [1.74057, 8.42788, -5.21359], [-0.48425, 8.96871, -0.08067], [-2.01658, 8.13293, -0.30446], [-1.22247, -4.51354, 0.05823], [3.28202, 2.85700, -2.01414], [-2.15721, -2.82391, 3.60893], [3.30907, 5.32141, -2.28232], [1.44901, -3.74724, -1.55735], [2.15555, 3.52859, -0.81832], [-0.87625, 1.62878, 0.56930], [0.35681, 7.12229, 1.36625], [-3.74125, 2.67982, 0.93315], [-1.67967, -3.72691, 5.18247], [0.67987, -2.84797, 3.16797], [-2.44891, -3.88656, 1.17573], [0.75499, 6.99255, -4.84389], [-1.57744, 8.76642, 1.29994], [-1.02094, -2.93050, 0.83313], [2.51074, 4.59365, -3.66889], [0.97284, -7.64746, 2.58260], [-4.14665, -1.83200, -2.82453], [-1.81677, -2.79446, -1.62405], [1.03080, -3.80037, 0.73466], [-5.61131, -1.58631, -1.87832], [-5.34013, 0.93407, -2.34163], [-3.27080, -3.64388, -1.12021], [1.59950, 9.03335, -2.71072], [2.35254, 7.18084, -4.12751], [-2.29884, 3.71651, 0.81808], [1.49762, -6.94307, 4.20497]],
  "forces_ev_per_a": [[-0.8, 0.6, -0.3], [-0.6, 0.4, 0.6], [-1.9, -4.3, 8.2], [-4.7, -8.2, -0.7], [-2.5, -2.0, 0.8], [0.4, 0.8, 0.0], [2.6, 1.9, 2.0], [1.3, -2.1, 0.1], [-0.1, 0.5, -1.3], [0.7, 1.2, -0.4], [-0.4, -1.1, -1.0], [-0.7, 2.0, -1.6], [0.1, 0.3, -0.8], [2.8, 1.1, -2.3], [0.7, -0.7, 2.1], [1.0, 4.3, -0.6], [-0.6, 2.4, -3.6], [-5.4, -1.7, 1.8], [0.7, 1.5, 0.3], [1.1, -0.4, 1.0], [0.0, 0.2, -0.1], [0.3, -0.2, 0.0], [2.0, 0.0, -0.1], [1.7, 0.0, -1.2], [-0.4, -0.7, 1.0], [0.7, -0.2, 0.5], [-0.1, -0.1, -0.3], [-0.3, 0.2, 0.1], [-0.7, -0.1, -0.4], [0.1, -0.5, 0.1], [0.0, 0.2, 0.0], [0.0, 0.3, -0.8], [-0.1, -0.1, 0.1], [-0.1, 0.4, 0.2], [-0.2, 0.1, 0.0], [-0.9, -0.7, -0.4], [0.3, -0.4, 0.3], [0.2, -0.3, -0.1], [0.6, -0.1, 1.1], [-0.2, 0.1, -0.1], [1.4, 1.0, 0.7], [-0.5, -1.4, -0.5], [0.0, -0.2, -0.1], [0.6, 0.3, -1.7], [0.9, -0.1, -0.5], [0.0, 1.7, 0.5], [-0.8, 0.4, -1.5], [0.0, -0.1, 0.2], [0.0, 0.1, 0.0], [0.1, -0.1, -0.1], [0.1, 0.0, -0.1], [0.0, 0.1, 0.1], [-1.0, 1.2, -1.0], [-0.1, 0.0, 0.1], [-0.1, 0.0, 0.1], [0.1, 0.0, 0.1], [-0.1, 0.1, 0.0], [-0.1, 0.0, 0.0], [1.4, -0.3, 0.9], [-0.1, -0.1, 0.1], [1.0, -0.2, 0.9], [0.1, 0.1, -0.1], [0.0, 0.0, 0.0], [0.0, -0.1, 0.0], [0.1, 0.0, 0.0], [0.5, 1.3, -1.4], [-1.1, -0.9, 0.8], [0.0, 0.0, -0.1], [0.0, 0.1, 0.1], [0.1, 0.0, -0.1], [-0.1, 0.0, -0.2], [-0.1, 0.1, 0.0], [0.6, 1.6, 0.5], [-0.1, 0.0, 0.0], [0.0, 0.0, 0.1], [0.9, 0.3, -0.5], [0.0, 0.1, -0.1], [0.2, 0.0, 0.1], [-0.1, 0.1, 0.0], [-0.1, 0.1, -0.1], [-0.1, 0.0, -0.1], [0.0, -0.1, -0.1], [-0.4, 0.3, -1.4]]
}

---

Entry 2:
{
  "formula": "ClHNO2S",
  "method": "ωB97M-V/def2-TZVPD",
  "fmax_ev_per_a": 1.98,
  "e_above_lowest_ev": 2.321,
  "e_lumo_ev": 4.162,
  "homo_energy_ev": -4.24,
  "charge": -1,
  "homo_lumo_gap_ev": 8.40,
  "elements": ["Cl", "S", "O", "O", "N", "H"],
  "xyz": [[-1.27450, 1.90861, -0.11864], [-0.55264, -0.32391, -0.31424], [1.00749, -1.12420, -0.46662], [-1.48027, -1.07977, 0.51288], [0.88767, -0.00725, 0.47869], [1.41225, 0.62651, -0.09207]],
  "forces_ev_per_a": [[-0.6, 1.5, 0.4], [-0.1, -0.8, -1.4], [-0.3, -2.0, 0.2], [0.7, 0.1, 0.3], [0.3, -0.4, 0.3], [-0.1, 1.6, 0.2]]
}

---

Entry 3:
{
  "formula": "C4H8N2",
  "method": "ωB97M-V/def2-TZVPD",
  "fmax_ev_per_a": 0.54,
  "e_above_lowest_ev": 5.852,
  "e_lumo_ev": 0.030,
  "homo_energy_ev": -8.44,
  "homo_lumo_gap_ev": 8.47,
  "elements": ["N", "N", "C", "C", "C", "C", "H", "H", "H", "H", "H", "H", "H", "H"],
  "xyz": [[-0.75133, -1.09474, 0.78694], [-0.52386, 2.25011, 0.22596], [0.57836, -0.65906, 1.13342], [0.30072, -1.42298, -0.18246], [-0.67867, 1.91056, -0.98945], [0.62193, -0.43398, -1.14275], [0.73538, 0.41714, 1.14525], [-0.99507, -1.93257, 1.31119], [-1.27576, 1.83046, 0.77788], [1.18443, -1.24626, 1.82324], [-1.51351, 1.31561, -1.37542], [1.59015, -0.71845, -1.59256], [0.68196, -2.44670, -0.18022], [0.04528, 2.23086, -1.74102]],
  "forces_ev_per_a": [[-0.1, -0.1, 0.0], [-0.3, -0.1, -0.3], [0.2, 0.3, 0.3], [0.1, -0.2, -0.5], [0.0, 0.2, 0.1], [0.2, -0.4, 0.3], [0.0, -0.2, -0.1], [0.0, 0.1, -0.1], [0.0, 0.2, 0.0], [-0.1, 0.1, -0.1], [0.1, 0.1, 0.2], [-0.1, -0.2, 0.0], [0.0, 0.1, 0.0], [-0.1, 0.1, 0.2]]
}

---

Entry 4:
{
  "formula": "C2H4CoLiO4",
  "method": "ωB97M-V/def2-TZVPD",
  "spin_multiplicity": 5,
  "fmax_ev_per_a": 4.89,
  "e_above_lowest_ev": 9.323,
  "s_squared": 6.213,
  "e_lumo_ev": [-22.006, -22.972],
  "homo_energy_ev": [-31.46, -30.51],
  "charge": 4,
  "homo_lumo_gap_ev": [9.45, 7.54],
  "elements": ["Co", "O", "O", "O", "O", "C", "C", "Li", "H", "H", "H", "H"],
  "xyz": [[-1.35618, 2.19367, 0.07949], [-1.74524, -0.67184, -0.40265], [0.54057, 2.03514, -0.20478], [-0.19418, -0.08275, -0.86293], [1.16157, 1.34094, 0.78656], [1.86359, -0.00150, 0.23153], [-1.82316, -1.65218, 0.33660], [0.45629, 1.26683, -2.10642], [-2.81100, -2.11459, 0.42520], [2.11573, -0.69963, 1.03928], [-0.98070, -1.88251, 1.00226], [2.77271, 0.26841, -0.32414]],
  "forces_ev_per_a": [[-1.1, 1.1, 0.9], [1.3, 0.2, -1.8], [1.9, -0.9, 1.0], [-1.4, -0.5, 2.2], [0.0, -2.6, -1.9], [-0.2, 4.2, 2.5], [1.0, 0.4, 0.9], [0.7, 0.1, -2.1], [-0.8, -0.3, 0.0], [-1.2, -0.6, 0.4], [0.1, -1.0, -0.2], [-0.4, -0.1, -1.9]]
}